[1]
A structure of composition C50H117AlAsF8N8O13S2 in a non-equilibrium geometry. Source: OMol25; level of theory: the ωB97M-V functional and the def2-TZVPD basis.

Results
LUMO energy in eV: -8.93
Spin multiplicity: 1
Total energy in eV: -203114.965
HOMO in eV: -10.347
Total charge: +1

```
200
Properties=species:S:1:pos:R:3:mulliken_charge:R:1
Al 0.40 -4.18 -2.37 0.8981
As -0.24 -6.94 1.35 2.0570
F 1.22 -7.73 0.77 -0.5105
F -1.24 -8.08 0.48 -0.4979
F -1.61 -6.03 1.92 -0.4584
F 0.83 -5.87 2.29 -0.5337
F -0.14 -5.87 -0.06 -0.7052
F -0.28 -7.96 2.78 -0.5167
N -0.31 -2.06 -0.68 -0.0185
S 0.22 -1.89 0.73 0.4107
O -0.67 -1.72 1.84 0.1352
O 1.47 -1.18 0.73 -0.2538
F 0.67 -3.41 0.92 -0.1445
S -1.23 -0.64 -0.80 0.5018
O -0.67 0.57 -0.26 -0.5438
O -2.62 -0.87 -0.70 -0.3439
F -0.97 -0.51 -2.36 -0.2233
C -4.30 -2.33 3.88 -1.2513
C -4.90 -0.92 3.98 1.8656
C -3.81 0.08 3.48 -1.8491
C -3.64 0.12 1.98 2.3807
C -4.96 0.42 1.31 -1.6179
C -6.10 -0.54 1.73 2.3167
N -6.10 -0.69 3.18 0.3679
O -7.18 -1.44 3.62 -0.4876
C -7.40 0.16 1.32 -2.1993
C -5.91 -1.88 1.00 -1.7669
C -5.20 -0.57 5.46 -2.0253
H -3.57 -2.45 4.69 0.3909
H -3.67 -2.43 2.99 0.1050
H -4.95 -3.21 3.90 0.2505
H -4.14 1.06 3.87 0.4363
H -2.87 -0.12 3.99 0.2773
H -3.20 -0.83 1.66 -0.5813
H -2.86 0.87 1.77 -0.6519
H -4.71 0.33 0.25 0.4608
H -5.14 1.49 1.45 0.0752
H -8.31 -0.41 1.52 0.4655
H -7.57 1.06 1.90 0.4211
H -7.46 0.38 0.25 0.3522
H -5.16 -2.51 1.47 0.2819
H -6.85 -2.42 0.84 0.4564
H -5.45 -1.75 0.02 0.3374
H -4.24 -0.40 5.92 0.3546
H -5.75 -1.38 5.94 0.4322
H -5.87 0.28 5.48 0.4488
H -6.94 -2.35 3.36 0.4452
C 0.23 2.83 -4.22 -1.2983
C -0.21 2.13 -5.54 2.1597
C -1.53 2.78 -6.01 -1.4766
C -1.39 4.10 -6.80 -0.6576
C -0.45 3.84 -7.96 -1.3077
C 0.91 3.34 -7.46 1.4328
N 0.78 2.17 -6.61 0.3429
O 2.01 1.57 -6.26 -0.4658
C 1.68 2.88 -8.72 -2.0011
C 1.78 4.45 -6.85 -1.5599
C -0.54 0.68 -5.16 -1.7061
H -0.50 2.92 -3.42 -0.1602
H 0.48 3.86 -4.47 0.5188
H 1.11 2.29 -3.87 0.0299
H -1.99 2.02 -6.65 0.5338
H -2.22 2.92 -5.18 0.3057
H -1.04 4.77 -6.01 0.2804
H -2.31 4.62 -7.09 0.4361
H -0.31 4.73 -8.57 0.5042
H -0.87 3.06 -8.60 0.3705
H 2.70 2.65 -8.45 0.4000
H 1.24 1.99 -9.19 0.4147
H 1.67 3.63 -9.51 0.4413
H 2.70 4.06 -6.41 0.2912
H 2.07 5.24 -7.54 0.4540
H 1.19 4.95 -6.07 0.3134
H -1.19 0.66 -4.29 0.1730
H 0.35 0.08 -4.93 0.0266
H -0.99 0.14 -5.99 0.6195
H 1.90 0.72 -6.70 0.3475
C 6.01 -1.91 7.33 -1.9368
C 6.21 -1.95 5.81 1.4918
C 6.87 -3.30 5.47 -1.2055
C 6.73 -3.76 4.02 -0.9368
C 5.32 -3.56 3.44 -1.1811
C 4.67 -2.17 3.72 2.3941
N 4.89 -1.90 5.13 0.3747
O 4.17 -0.78 5.55 -0.4318
C 5.29 -1.18 2.70 -1.5984
C 3.21 -2.37 3.38 -2.1344
C 7.12 -0.81 5.31 -1.4836
H 5.12 -2.45 7.65 0.4289
H 5.77 -0.89 7.64 0.4132
H 6.91 -2.17 7.88 0.3983
H 7.92 -3.24 5.78 0.5072
H 6.40 -4.08 6.08 0.4159
H 6.94 -4.81 3.81 0.4607
H 7.48 -3.16 3.49 0.2855
H 4.72 -4.39 3.81 0.6140
H 5.41 -3.76 2.37 0.2261
H 4.72 -1.12 1.77 0.1750
H 5.32 -0.15 3.10 0.3485
H 6.34 -1.37 2.46 0.3498
H 2.79 -3.30 3.79 0.5340
H 2.58 -1.72 4.00 0.4005
H 3.04 -2.40 2.31 -0.0958
H 7.37 -0.90 4.26 0.3224
H 8.03 -0.73 5.90 0.4619
H 6.56 0.12 5.44 0.3379
H 4.58 -0.02 5.08 0.3907
C -0.03 6.71 -0.21 -1.7392
C -1.43 6.10 -0.28 1.7149
C -1.28 4.90 -1.25 -1.0994
C -2.41 3.89 -1.19 -1.4639
C -2.57 3.45 0.27 0.8247
C -2.80 4.55 1.30 2.0971
N -1.85 5.63 1.04 1.0746
O -1.96 6.67 1.93 -0.5141
C -4.25 5.14 1.20 -1.8851
C -2.59 3.86 2.64 -1.7606
C -2.40 7.10 -0.91 -1.8892
H 0.81 6.10 0.12 0.2084
H 0.02 7.67 0.31 0.4591
H 0.21 7.06 -1.22 0.4023
H -1.13 5.22 -2.29 0.7271
H -0.36 4.37 -1.01 -0.1301
H -2.19 3.05 -1.85 0.3806
H -3.32 4.37 -1.57 0.4540
H -1.63 2.96 0.52 -0.6213
H -3.43 2.77 0.24 -0.1301
H -5.01 4.43 1.52 0.3663
H -4.32 5.99 1.89 0.4393
H -4.49 5.48 0.20 0.2787
H -1.66 3.28 2.71 0.3422
H -2.61 4.53 3.50 0.6486
H -3.37 3.12 2.79 -0.0533
H -1.99 7.56 -1.81 0.4406
H -2.58 8.01 -0.32 0.4263
H -3.40 6.73 -1.15 0.2795
H -1.34 6.49 2.65 0.3725
C -0.60 -3.70 4.39 -0.0692
O 0.04 -4.61 5.27 -0.5162
H -1.42 -4.15 3.82 0.0872
H -1.08 -2.92 5.00 0.4112
H 0.06 -3.19 3.69 -0.3590
H -0.29 -4.44 6.15 0.3466
C 3.22 -5.54 0.03 -0.5172
O 2.93 -4.33 -0.70 -0.1926
H 4.22 -5.49 0.46 0.3998
H 2.46 -5.69 0.80 0.0420
H 3.09 -6.42 -0.60 0.2124
H 3.72 -3.81 -0.57 0.1619
C -3.64 -2.62 -4.96 -1.5823
C -2.65 -3.07 -3.90 2.1126
C -3.27 -3.72 -2.68 -0.9378
O -2.24 -4.13 -1.80 0.1095
C -2.69 -4.53 -0.51 0.1150
N -1.69 -4.05 -4.45 -0.3909
H -4.57 -2.38 -4.43 0.3880
H -3.94 -3.45 -5.61 0.4170
H -3.27 -1.79 -5.56 0.3515
H -2.09 -2.19 -3.55 -1.1376
H -3.79 -4.66 -2.96 0.4377
H -4.02 -3.11 -2.17 0.1053
H -3.40 -5.36 -0.60 0.4697
H -3.25 -3.77 0.05 -0.0157
H -1.75 -4.75 0.01 -0.5565
H -2.21 -4.91 -4.64 0.2871
H -1.49 -3.78 -5.42 0.2728
C 2.93 0.53 -1.94 -1.8258
C 2.40 -0.59 -2.85 2.4826
C 3.19 -0.67 -4.15 -0.7087
O 4.55 -0.82 -3.85 -0.3396
C 5.43 -1.02 -4.94 -0.8364
N 2.54 -1.90 -2.13 -0.1268
H 3.87 0.28 -1.46 0.4059
H 2.21 0.71 -1.13 0.2126
H 2.98 1.51 -2.42 0.6611
H 1.35 -0.38 -3.07 -1.5261
H 2.97 0.26 -4.68 0.3151
H 2.84 -1.54 -4.73 0.6923
H 5.64 -0.11 -5.51 0.2693
H 5.10 -1.80 -5.62 0.3267
H 6.33 -1.39 -4.45 0.2851
H 2.51 -1.62 -1.15 -0.5360
H 3.54 -2.07 -2.30 0.4654
C 1.72 3.12 0.70 -0.4524
C 2.44 2.54 1.93 0.0927
C 1.54 1.61 2.75 -0.1233
O 0.61 2.36 3.50 -0.5405
C -0.18 1.50 4.26 -0.8758
N 3.60 1.76 1.48 -0.4446
H 1.12 2.39 0.15 -0.3242
H 2.43 3.60 0.03 0.6661
H 1.03 3.90 1.06 0.0013
H 2.81 3.32 2.60 0.4089
H 2.14 1.01 3.44 0.3324
H 1.04 0.97 2.01 -0.0389
H 0.36 0.75 4.85 0.4471
H -0.91 0.97 3.63 0.1953
H -0.86 1.99 4.96 0.3660
H 4.12 2.20 0.74 0.3284
H 3.25 0.85 1.18 -0.1916
```

=====

[2]
The molecule C6H16FNSi in a non-equilibrium geometry. Source: OMol25; level of theory: the ωB97M-V functional and the def2-TZVPD basis.

Results
LUMO energy in eV: 0.91
Spin multiplicity: 1
Total energy in eV: -18567.931
HOMO in eV: -9.852
ΔE to the lowest compared entry with this formula, charge and spin in kcal/mol: 43.2

```
25
Properties=species:S:1:pos:R:3:nbo_charge:R:1
C -2.72 0.31 -0.40 -0.6172
C -1.46 -0.48 -0.07 -0.6194
C -1.44 -1.52 1.13 -0.6059
Si 0.06 0.77 0.02 2.0308
N -0.30 1.76 1.43 -1.2822
F -0.41 1.96 -1.35 -0.6965
C 1.83 0.37 -0.16 -0.7634
C 2.18 0.29 -1.66 -0.6205
C 2.03 -0.98 0.45 -0.6001
H -3.55 -0.41 -0.44 0.2060
H -2.85 1.12 0.30 0.2037
H -2.53 0.72 -1.38 0.2379
H -1.05 -1.06 -0.88 0.2031
H -2.08 -2.34 0.82 0.2045
H -1.88 -1.13 2.06 0.2095
H -0.40 -1.74 1.16 0.2065
H -1.15 1.94 1.71 0.3723
H 0.26 2.59 1.54 0.3849
H 2.52 0.99 0.38 0.2497
H 3.23 0.29 -1.99 0.2171
H 1.80 -0.58 -2.10 0.2033
H 1.69 1.07 -2.21 0.2373
H 1.25 -1.75 -0.11 0.1926
H 1.79 -0.98 1.54 0.2213
H 3.17 -1.20 0.21 0.2244
```

=====

[3]
A structure of composition C38H43BrFeN5O3PS2 in a non-equilibrium geometry. Source: OMol25; level of theory: the ωB97M-V functional and the def2-TZVPD basis.

Results
LUMO energy (spin up / spin down) in eV: 1.65 / 2.13
Spin multiplicity: 2
Total energy in eV: -189085.918
HOMO (spin up / spin down) in eV: -4.723 / -4.773
ΔE to the lowest compared entry with this formula, charge and spin in kcal/mol: 0.0
Total charge: -1

```
94
Properties=species:S:1:pos:R:3:mulliken_charge:R:1
Fe -0.22 0.05 -0.09 0.7047
C -0.48 2.08 2.55 0.6846
C -1.80 1.37 2.79 -1.4761
C -1.69 -0.14 2.84 -1.6536
N -1.19 -0.80 1.63 1.2669
C -1.13 -2.11 1.73 1.0077
C -1.39 -2.82 2.94 -0.7673
C -1.40 -4.18 3.24 -0.7817
C -1.25 -5.29 2.44 -0.7865
C -1.00 -5.24 1.07 -0.6780
C -0.77 -4.17 0.24 -1.1036
C -0.76 -2.76 0.46 0.8511
N -0.48 -1.91 -0.49 0.4004
C -0.13 -2.46 -1.80 -1.5552
C 0.02 -1.35 -2.80 -0.7035
C 1.32 -0.61 -2.58 -0.5436
N 1.42 -0.29 -1.16 0.3493
C 2.58 0.14 -0.72 0.5765
C 3.61 0.59 -1.57 -0.3218
C 4.95 0.87 -1.30 -0.6122
C 5.70 0.62 -0.17 -0.7843
C 5.21 0.05 1.02 -0.3030
C 3.93 -0.19 1.42 -1.1431
C 2.68 0.13 0.77 0.2493
N 1.54 0.29 1.35 0.7487
C 1.42 0.30 2.80 -1.1514
C 0.73 1.57 3.33 -1.7480
H -0.23 2.02 1.49 -0.6536
H -0.61 3.14 2.77 0.6257
H -2.23 1.69 3.75 0.6586
H -2.51 1.67 2.02 -0.0568
H -1.05 -0.39 3.69 0.4717
H -2.68 -0.54 3.08 0.8816
H -1.59 -2.20 3.79 0.2800
H -1.59 -4.38 4.29 0.3045
H -1.34 -6.26 2.90 0.3167
H -0.95 -6.21 0.57 0.3241
H -0.58 -4.46 -0.78 0.3137
H 0.79 -3.05 -1.71 0.5138
H -0.92 -3.13 -2.16 0.7228
H -0.03 -1.73 -3.82 0.6028
H -0.81 -0.66 -2.67 -0.4174
H 2.17 -1.24 -2.86 0.6788
H 1.34 0.28 -3.21 -0.3031
H 3.29 0.79 -2.58 0.3364
H 5.50 1.29 -2.14 0.3460
H 6.76 0.84 -0.22 0.3015
H 5.97 -0.23 1.74 0.3613
H 3.83 -0.67 2.39 0.4330
H 0.86 -0.60 3.06 0.3277
H 2.38 0.25 3.32 0.7009
H 0.48 1.37 4.38 0.4819
H 1.47 2.38 3.33 0.5911
O -0.11 -1.48 -6.96 -0.6596
S -0.76 -0.20 -6.91 1.1684
O -1.74 0.10 -7.92 -0.7002
N -1.35 0.09 -5.42 -0.6522
C -0.72 1.08 -4.82 0.3997
S -1.12 1.73 -3.31 -0.2331
C 0.43 1.63 -5.62 0.3400
C 1.38 2.56 -5.25 0.0251
C 2.34 2.94 -6.18 -0.7668
C 2.33 2.40 -7.47 -0.3746
C 1.40 1.44 -7.83 -0.7584
C 0.47 1.06 -6.87 -0.2420
H 1.36 2.97 -4.24 0.4331
H 3.09 3.67 -5.91 0.3983
H 3.08 2.73 -8.19 0.3691
H 1.40 1.00 -8.81 0.4157
Br -5.86 3.34 0.59 -0.2453
C -4.25 2.43 0.14 -0.3143
C -4.28 1.06 -0.03 -0.6421
C -3.09 0.39 -0.32 -0.8723
C -1.91 1.11 -0.43 0.3674
C -1.90 2.49 -0.33 0.8692
C -3.09 3.16 -0.01 -0.5064
H -5.21 0.51 0.06 0.4331
H -3.10 -0.68 -0.45 0.3521
H -0.99 3.04 -0.50 0.0292
H -3.09 4.24 0.10 0.4332
C 3.44 3.51 0.74 -0.6921
P 1.91 3.68 -0.17 1.4721
C 2.37 4.38 -1.76 -1.4092
C 1.01 4.98 0.69 -1.3365
O 1.13 2.42 -0.31 -0.8782
H 4.00 4.45 0.73 0.4986
H 4.04 2.72 0.29 -0.0450
H 3.22 3.22 1.77 0.2114
H 2.85 5.35 -1.65 0.5179
H 1.47 4.48 -2.37 0.3816
H 3.05 3.69 -2.25 0.2520
H 1.59 5.91 0.72 0.4741
H 0.82 4.65 1.71 0.2656
H 0.05 5.16 0.21 0.3514
```